# 1
# C3H7N

The molecule C3H7N in a non-equilibrium geometry (ωB97M-V with the def2-TZVPD basis set, the Open Molecules 2025 dataset).

Properties
* HOMO energy: -9.645 eV
* max |F|: 2.0 eV Å⁻¹
* gap between HOMO and LUMO: 10.9 eV
* calculated total energy: -173.215752 Eh

Last column: Löwdin charge in e.
Geometry (Å):
C -0.542 -1.239 0.933  -0.09
C -0.394 -0.258 -0.251  -0.31
C 0.859 1.673 -0.566  -0.08
N 0.104 1.039 0.211  -0.05
H -0.490 -2.221 0.463  0.06
H -1.402 -1.069 1.566  0.07
H 0.401 -1.089 1.459  0.07
H 0.269 -0.682 -1.026  0.10
H -1.309 0.004 -0.784  0.11
H 1.187 1.182 -1.498  0.07
H 1.317 2.660 -0.507  0.06

Forces on the atoms, in the same order (eV/Å):
C 1.073 0.588 -1.575
C -0.006 0.490 0.084
C 0.660 -0.941 -1.369
N -0.075 0.776 0.391
H -0.444 -0.285 0.510
H -0.066 -0.059 0.016
H -0.228 -0.269 0.512
H 0.029 0.024 0.270
H -0.353 -0.405 0.248
H -0.068 -0.008 -0.122
H -0.520 0.089 1.036

# 2
# C5H12B2N3O3

The ion C5H12B2N3O3 with charge +1 (ωB97M-V with the def2-TZVPD basis set, the Open Molecules 2025 dataset).

Properties
* HOMO energy: -14.346 eV
* net charge: +1
* max |F|: 0.7 eV Å⁻¹
* gap between HOMO and LUMO: 11.1 eV
* calculated total energy: -637.345155 Eh

Last column: Löwdin charge in e.
Geometry (Å):
C -0.803 -4.300 2.076  -0.05
C -0.209 -2.899 2.157  -0.17
O -0.254 -2.249 0.854  0.12
B 0.734 -1.468 0.432  -0.64
O 2.048 -1.617 0.670  0.25
N 0.292 -0.285 -0.455  0.08
C -0.424 -0.257 -1.554  0.01
N -0.514 1.022 -1.928  0.18
C 0.190 1.779 -1.012  -0.12
B 0.413 3.379 -0.988  -0.41
C -0.789 4.357 -1.025  0.01
O 1.717 3.769 -0.911  0.17
N 0.689 0.979 -0.114  0.21
H -0.101 -5.050 2.433  0.08
H -1.068 -4.530 1.045  0.08
H -1.708 -4.378 2.675  0.08
H 0.824 -2.928 2.502  0.12
H -0.781 -2.266 2.832  0.13
H 2.641 -1.220 0.025  0.13
H -0.859 -1.109 -2.051  0.18
H -1.002 1.369 -2.741  0.19
H -1.741 3.931 -0.706  0.07
H -0.909 4.712 -2.059  0.09
H -0.556 5.245 -0.435  0.08
H 2.170 4.014 -1.724  0.13

Forces on the atoms, in the same order (eV/Å):
C -0.095 0.054 0.036
C 0.133 -0.444 0.055
O -0.246 0.532 0.352
B 0.123 -0.188 -0.112
O -0.139 -0.122 -0.111
N 0.062 -0.061 -0.257
C -0.121 0.024 0.096
N -0.095 0.109 -0.024
C 0.020 -0.094 0.043
B 0.121 0.116 0.020
C 0.034 -0.054 -0.085
O -0.296 -0.297 -0.293
N 0.235 -0.151 0.041
H 0.003 0.003 -0.069
H 0.049 -0.041 0.001
H 0.006 -0.004 -0.033
H 0.000 0.057 -0.082
H 0.024 0.060 -0.084
H 0.123 0.256 0.277
H -0.012 0.041 -0.010
H -0.029 -0.062 0.022
H 0.003 0.050 -0.013
H -0.042 0.003 0.034
H -0.064 -0.008 0.001
H 0.202 0.223 0.193

# 3
# C5H7NO

The molecule C5H7NO (ωB97M-V with the def2-TZVPD basis set, the Open Molecules 2025 dataset).

Properties
* HOMO energy: -8.396 eV
* max |F|: 0.6 eV Å⁻¹
* gap between HOMO and LUMO: 9.2 eV
* calculated total energy: -324.710024 Eh

Last column: Löwdin charge in e.
Geometry (Å):
C 1.833 -0.763 -0.320  -0.06
C 0.478 -0.211 0.026  -0.28
C -0.589 -1.002 0.126  -0.09
N -1.798 -0.300 0.237  0.08
C -1.538 1.068 0.253  -0.44
O -2.372 1.920 0.453  0.07
C 0.005 1.221 0.130  -0.04
H 2.555 0.002 -0.611  0.07
H 1.721 -1.440 -1.175  0.08
H 2.266 -1.346 0.498  0.08
H -0.589 -2.081 0.200  0.13
H -2.631 -0.655 -0.211  0.15
H 0.305 1.742 1.046  0.13
H 0.380 1.852 -0.690  0.13

Forces on the atoms, in the same order (eV/Å):
C 0.139 -0.001 0.041
C -0.215 -0.264 -0.048
C 0.208 -0.079 -0.133
N 0.010 0.172 0.022
C -0.043 0.166 0.052
O 0.411 -0.097 -0.443
C -0.027 -0.044 0.109
H -0.114 0.033 0.117
H 0.151 0.113 0.153
H 0.026 0.153 -0.029
H -0.082 0.019 -0.323
H -0.090 0.149 0.429
H 0.185 -0.219 -0.007
H -0.559 -0.101 0.059

# 4
# C3H3FN2

The molecule C3H3FN2 in a non-equilibrium geometry (ωB97M-V with the def2-TZVPD basis set, the Open Molecules 2025 dataset).

Properties
* HOMO energy: -9.690 eV
* max |F|: 1.8 eV Å⁻¹
* gap between HOMO and LUMO: 10.6 eV
* calculated total energy: -325.472257 Eh

Last column: Löwdin charge in e.
Geometry (Å):
C -1.155 -0.202 -0.007  -0.40
C -0.373 0.930 -0.013  -0.02
C 0.922 0.431 -0.014  -0.09
H -0.630 1.977 -0.026  0.10
H 1.878 0.953 0.052  0.12
H 1.561 -1.585 0.053  0.16
N 0.781 -0.925 -0.028  -0.05
N -0.488 -1.340 -0.009  0.10
F -2.495 -0.240 -0.006  0.07

Forces on the atoms, in the same order (eV/Å):
C -1.130 -1.184 -0.061
C 1.247 1.053 -0.039
C -0.596 -0.398 0.148
H -0.230 -0.224 0.041
H -0.387 -0.435 -0.168
H -0.905 0.335 -0.133
N 1.760 0.312 0.249
N -0.218 0.472 -0.034
F 0.459 0.069 -0.003

# 5
# C2H6ClN3

A cluster of 2 separate species, C2H6ClN3 in total in a non-equilibrium geometry (ωB97M-V with the def2-TZVPD basis set, the Open Molecules 2025 dataset).

Properties
* HOMO energy: -8.754 eV
* max |F|: 4.9 eV Å⁻¹
* gap between HOMO and LUMO: 8.8 eV
* calculated total energy: -704.141511 Eh

Last column: Löwdin charge in e.
Geometry (Å):
C 0.575 0.564 -0.806  -0.71
C -0.893 -0.982 1.279  0.08
N 1.152 1.622 -1.227  0.10
N 0.103 -0.476 -1.530  0.11
N 0.559 0.195 0.548  -0.49
Cl 0.726 1.298 1.808  0.61
H -0.630 -0.861 2.348  0.03
H -1.718 -0.338 0.943  0.05
H -0.614 -1.842 0.686  0.03
H 1.264 2.242 -0.411  0.00
H -0.174 -0.095 -2.445  0.11
H -0.351 -1.327 -1.192  0.08

Forces on the atoms, in the same order (eV/Å):
C 0.635 0.206 2.641
C 2.827 3.607 -1.655
N -0.878 0.058 -0.052
N -0.663 0.247 -2.809
N -2.506 -3.130 2.423
Cl 0.350 0.871 -0.232
H -0.189 -0.618 -0.946
H 0.080 -0.787 0.212
H -0.460 -0.337 0.659
H 0.217 -0.230 -0.635
H 0.141 -1.061 0.487
H 0.447 1.174 -0.095

# 6
# C5H12N4P2S

The molecule C5H12N4P2S in a non-equilibrium geometry (ωB97M-V with the def2-TZVPD basis set, the Open Molecules 2025 dataset).

Properties
* HOMO energy (spin up / spin down): -7.233 / -7.232 eV
* max |F|: 4.4 eV Å⁻¹
* gap between HOMO and LUMO (spin up / spin down): 6.2 / 6.2 eV
* calculated total energy: -1497.533510 Eh

Last column: Löwdin charge in e.
Geometry (Å):
C 0.634 -0.705 0.491  -0.54
C 0.502 -2.993 0.186  -0.11
C 0.452 -2.076 2.442  -0.09
C -1.862 1.358 -0.549  -0.19
C -0.183 2.738 -2.628  -0.21
N 0.833 -0.494 -0.753  -0.04
N 0.575 0.397 1.341  -0.31
N 0.901 0.728 -1.334  -0.26
N 0.344 -1.903 1.020  -0.21
P 1.287 1.779 1.658  0.63
P -0.077 1.853 -1.015  0.40
S 0.394 3.392 0.479  0.15
H 0.721 -2.720 -0.817  0.06
H 1.399 -3.721 0.412  0.12
H -0.412 -3.582 0.380  0.09
H 1.418 -1.631 2.956  0.11
H -0.193 -1.418 3.066  0.07
H 0.165 -3.139 2.654  0.10
H -1.905 0.294 -0.794  0.04
H -1.834 1.369 0.601  0.05
H -2.554 2.074 -0.958  0.03
H 0.789 3.009 -3.029  0.05
H -0.521 1.825 -3.135  0.04
H -0.875 3.566 -2.674  0.04

Forces on the atoms, in the same order (eV/Å):
C -0.714 3.125 -0.301
C 0.860 -4.296 0.533
C 0.573 0.771 2.235
C 2.699 -0.110 2.177
C 0.078 -1.079 0.937
N 0.489 -2.007 -0.662
N 1.974 2.083 0.662
N 1.486 -1.427 0.232
N 0.698 1.483 1.541
P -1.575 -1.713 -0.371
P -2.798 2.930 -0.091
S 0.139 -0.786 -0.140
H -0.637 0.359 -0.828
H -1.303 1.423 0.192
H 0.375 -0.389 -1.035
H -0.851 -1.805 -1.411
H -0.618 -0.483 -1.026
H 0.814 1.007 0.166
H -0.572 0.237 -0.531
H -0.350 0.250 -1.700
H -0.412 -0.186 -0.198
H 0.111 -0.032 0.228
H -0.207 0.586 -0.671
H -0.258 0.058 0.062

# 7
# C2H8S2Si

A cluster of 2 separate species, C2H8S2Si in total in a non-equilibrium geometry (ωB97M-V with the def2-TZVPD basis set, the Open Molecules 2025 dataset).

Properties
* HOMO energy: -8.437 eV
* max |F|: 5.1 eV Å⁻¹
* gap between HOMO and LUMO: 8.1 eV
* calculated total energy: -1166.700599 Eh

Last column: Löwdin charge in e.
Geometry (Å):
C 2.521 -0.108 -0.096  -0.31
C -0.293 0.132 0.080  -1.28
Si -1.994 -0.585 0.139  0.36
S -0.037 1.928 0.038  0.64
S 0.977 -0.809 0.680  0.77
H 3.224 -0.822 0.089  0.00
H 2.615 0.801 0.510  0.03
H 2.382 0.071 -1.077  0.00
H -0.977 -0.380 -1.609  0.12
H -2.466 -0.949 1.594  -0.07
H -1.685 -1.946 -0.153  -0.09
H -2.966 0.327 -0.603  -0.04
H -1.302 2.340 0.409  -0.12

Forces on the atoms, in the same order (eV/Å):
C -2.860 1.449 3.932
C -1.021 1.510 -1.963
Si -0.617 0.004 1.206
S -0.838 -0.485 0.156
S 0.665 -0.836 -0.668
H 2.167 -1.698 0.539
H 0.776 -0.103 -0.550
H -0.511 0.595 -3.341
H 1.222 0.732 2.059
H 0.008 1.018 -0.758
H -0.217 -1.094 -0.846
H 0.402 -0.649 0.541
H 0.825 -0.444 -0.306

# 8
# C13H12I3NO4

The molecule C13H12I3NO4 in a non-equilibrium geometry (ωB97M-V with the def2-TZVPD basis set, the Open Molecules 2025 dataset).

Properties
* HOMO energy: -9.308 eV
* max |F|: 3.1 eV Å⁻¹
* gap between HOMO and LUMO: 8.3 eV
* calculated total energy: -1751.351991 Eh

Last column: Löwdin charge in e.
Geometry (Å):
O 1.996 1.827 0.733  0.05
O -1.961 -2.590 -2.045  0.07
I 0.292 -0.075 4.272  0.77
I 1.582 -4.703 0.441  0.81
I -0.910 0.942 -1.795  0.98
O -1.011 -1.983 -4.012  0.07
O -0.684 4.059 1.887  -0.13
C 0.880 2.222 1.119  -0.37
C -0.975 -2.305 -2.702  -0.55
C 0.774 -2.138 1.897  -0.23
C 0.363 -0.837 2.118  -0.44
C 0.822 -2.609 0.586  -0.50
C -0.121 -0.497 -0.263  -0.37
C -0.027 -0.009 1.044  -0.36
C 0.357 -1.811 -0.510  -0.21
N -0.220 1.341 1.305  -0.10
C 0.648 3.720 1.470  -0.07
C 1.662 -1.894 -2.737  -0.05
C -1.725 3.262 1.266  -0.19
C 0.404 -2.397 -1.972  -0.26
C -1.534 1.849 1.687  -0.19
H -1.958 -1.995 -4.303  0.15
H 1.079 -2.756 2.743  0.08
H 1.311 3.991 2.262  0.13
H 0.897 4.298 0.587  0.13
H 2.570 -2.418 -2.354  0.09
H 1.770 -0.804 -2.600  0.07
H 1.598 -2.096 -3.802  0.07
H -2.751 3.613 1.544  0.14
H -1.722 3.340 0.164  0.09
H 0.588 -3.493 -1.930  0.08
H -1.722 1.665 2.775  0.09
H -2.274 1.281 1.124  0.11

Forces on the atoms, in the same order (eV/Å):
O -2.518 0.833 0.785
O 0.589 0.405 -1.160
I 0.178 -0.737 -2.258
I -0.639 1.743 -0.167
I 0.867 -1.516 1.215
O -0.329 -0.147 0.283
O -0.567 -0.239 -0.257
C 0.909 -1.177 -0.050
C -0.433 -0.313 1.811
C 0.139 -0.016 0.311
C -0.246 0.469 0.580
C -0.326 0.002 -0.628
C 0.549 -0.541 0.027
C 0.305 -0.427 0.617
C -0.227 -1.095 -1.169
N 1.136 2.869 -0.127
C -1.538 -1.136 -0.806
C 0.017 0.393 0.610
C 0.323 0.911 0.142
C 0.595 -0.069 -0.429
C -0.626 -1.043 0.386
H 0.901 -0.077 0.485
H -0.090 0.127 -0.391
H 0.449 0.086 0.561
H 0.224 0.038 -0.304
H -0.675 0.519 -0.116
H 0.152 -0.432 -0.102
H -0.159 -0.078 -0.085
H 1.122 0.018 0.319
H 0.439 0.015 0.270
H -0.544 0.563 0.361
H 0.144 0.394 -0.779
H -0.120 -0.343 0.063